No. 1
Below is a molecular structure, C26H34F3N8O2P2Re in a non-equilibrium geometry, with properties calculated with ωB97M-V/def2-TZVPD.

Properties
**2S+1**: 2
**Calculated total energy**: -72362.3219 eV
**Charge**: +3
**ΔE to the lowest compared entry with this formula, charge and spin**: 43.8 kcal per mole
**LUMO (spin up / spin down)**: -0.38776 / -0.39082 Ha
**Gap between HOMO and LUMO (spin up / spin down)**: 5.707 / 5.695 eV
**Highest occupied orbital energy (spin up / spin down)**: -16.259 / -16.330 eV

Last column: Löwdin spin population.
Positions of all 76 atoms, in Å:
Re1 0.7862 0.7046 0.2523  0.749
N1 1.3710 -1.6905 2.6588  0.007
C1 0.0788 -1.2396 2.6741  0.005
C2 -0.8035 -1.9057 3.5457  -0.001
C3 -2.1084 -1.4965 3.6458  0.006
C4 -2.5283 -0.4097 2.8745  0.002
C5 -1.6183 0.1925 2.0445  0.000
N2 -0.3364 -0.2079 1.9173  -0.002
C6 2.5335 -1.0666 2.2661  0.001
C7 3.7258 -1.5196 2.8506  0.001
C8 4.9039 -0.8598 2.5940  0.001
C9 4.8700 0.2391 1.7390  0.002
C10 3.6743 0.5870 1.1547  -0.001
N3 2.5161 -0.0478 1.3972  0.000
H1 1.5188 -2.4709 3.2903  0.000
H2 -0.4359 -2.7285 4.1418  0.000
H3 -2.7844 -1.9925 4.3217  0.000
H4 -3.5418 -0.0479 2.9227  0.000
H5 -1.9034 1.0240 1.4133  0.000
H6 3.7145 -2.3678 3.5167  0.000
H7 5.8280 -1.1766 3.0508  0.000
H8 5.7658 0.7951 1.5264  0.000
H9 3.6327 1.4277 0.4731  0.000
N4 2.0393 -2.5167 -0.6235  -0.001
N5 2.5381 -2.5192 -1.9312  0.000
C11 2.7674 -1.3583 -2.5536  0.001
N6 3.2510 -1.3106 -3.7809  0.000
N7 2.4380 -0.2770 -1.8166  0.010
N8 2.6071 0.9505 -2.1879  0.003
O1 3.1231 1.3146 -3.2127  0.004
O2 2.1558 1.7756 -1.3425  0.006
H10 2.6213 -3.0959 -0.0229  0.000
H11 1.0781 -2.8534 -0.6068  0.000
H12 2.6835 -3.4011 -2.4200  0.000
H13 3.4937 -2.1431 -4.3015  0.000
H14 3.4671 -0.4099 -4.2032  0.000
C12 0.7504 2.8478 3.3278  0.004
P1 1.1599 2.8687 1.5514  0.001
C13 2.7068 3.8377 1.5283  -0.002
C14 -0.0712 4.0473 0.8341  0.000
C15 -0.0618 3.9475 -0.6872  -0.002
P2 -0.5458 2.2629 -1.2225  -0.005
C16 -0.2418 2.2142 -3.0141  0.000
C17 -2.3669 2.2454 -1.1516  -0.001
H15 0.6993 3.8727 3.6961  0.000
H16 1.5278 2.3136 3.8735  0.000
H17 -0.2057 2.3598 3.5056  0.000
H18 2.4954 4.7984 2.0048  -0.001
H19 3.0625 4.0176 0.5135  0.000
H20 3.4797 3.3275 2.1044  0.000
H21 0.1682 5.0641 1.1636  0.000
H22 -1.0618 3.7971 1.2265  0.000
H23 0.9373 4.1574 -1.0769  0.000
H24 -0.7598 4.6588 -1.1360  0.000
H25 -1.0685 2.7116 -3.5232  0.000
H26 -0.2018 1.1790 -3.3535  0.000
H27 0.6843 2.7297 -3.2666  0.000
H28 -2.7189 3.0782 -1.7603  0.000
H29 -2.7591 2.3566 -0.1448  0.000
H30 -2.7300 1.3137 -1.5808  0.000
F1 -6.2573 -4.5287 -3.6713  0.001
C18 -6.2813 -3.8992 -2.5014  0.003
F2 -7.2972 -3.0338 -2.5101  0.001
F3 -6.5402 -4.8087 -1.5503  0.003
C19 -4.9681 -3.1996 -2.1951  0.040
C20 -3.7729 -3.6237 -2.7717  -0.004
C21 -2.5876 -2.9945 -2.4458  0.031
C22 -2.5701 -1.9403 -1.5138  0.014
C23 -3.7932 -1.5253 -0.9425  0.029
C24 -4.9737 -2.1439 -1.2830  -0.004
C25 -1.3954 -1.2674 -1.1272  0.101
C26 -0.4209 -0.6328 -0.7242  -0.001
H31 -3.7780 -4.4411 -3.4772  -0.001
H32 -1.6644 -3.3176 -2.9012  0.001
H33 -3.7937 -0.7252 -0.2202  0.001
H34 -5.9089 -1.8233 -0.8484  -0.001

Forces on atoms 1 to 3 (eV/Å):
1.629 -2.273 -1.618
0.294 -0.427 -0.206
-0.796 0.284 0.201

---

No. 2
Below is C4H5N2OP in the gas phase in a non-equilibrium geometry, with properties calculated with ωB97M-V/def2-TZVPD.

Properties
**2S+1**: 1
**Calculated total energy**: -18539.9482 eV
**ΔE to the lowest compared entry with this formula, charge and spin**: 109.1 kcal per mole
**LUMO**: -0.00370 Ha
**SMILES**: N#CC[C@H](C#N)[PH2]=O
**Gap between HOMO and LUMO**: 10.769 eV
**Highest occupied orbital energy**: -10.870 eV

Last column: Löwdin charge in e.
Positions of all 13 atoms, in Å:
N1 -1.3824 -2.7568 -2.1985  0.078
C1 -0.8149 -2.0009 -1.2828  -0.116
C2 -0.4488 -1.1446 0.0740  -0.174
C3 0.5093 0.1500 -0.2890  -0.386
C4 1.8672 0.0542 0.6797  -0.169
N2 2.8447 -0.1866 1.5242  0.082
P1 -0.3674 1.7873 0.2366  0.758
O1 -1.9272 1.6460 -0.0609  -0.518
H1 -1.3849 -0.8275 0.7013  0.125
H2 0.2189 -1.8470 0.7710  0.132
H3 0.8684 0.1875 -1.4020  0.133
H4 -0.1762 1.9746 1.6733  0.031
H5 0.1934 2.9638 -0.4269  0.025

Forces on atoms 1 to 3 (eV/Å):
5.657 7.250 8.601
-5.209 -5.150 -5.252
1.070 -1.055 -0.300

---

No. 3
Below is 2 unconnected molecules or ions with the total composition C24H47NO8P in a non-equilibrium geometry, with properties calculated with ωB97M-V/def2-TZVPD.

Properties
**2S+1**: 2
**Calculated total energy**: -52801.2125 eV
**LUMO (spin up / spin down)**: -0.03696 / -0.03696 Ha
**Gap between HOMO and LUMO (spin up / spin down)**: 7.752 / 8.402 eV
**Highest occupied orbital energy (spin up / spin down)**: -8.757 / -9.408 eV

Last column: Löwdin spin population.
Positions of all 81 atoms, in Å:
C1 -0.1832 3.3598 -0.5534  0.000
C2 0.7101 2.5953 -0.8493  0.000
C3 1.9828 1.6814 -0.9031  0.000
C4 1.5939 0.4782 -1.8950  0.000
O1 0.5090 -0.3054 -1.3836  0.000
C5 -0.7229 -0.0979 -2.1013  0.000
C6 -1.8703 0.1243 -1.0045  0.000
O2 -2.5677 1.3792 -1.2159  0.000
C7 -3.7299 1.4476 -0.3709  0.000
C8 -3.7344 2.7510 0.5459  0.000
O3 -3.9812 3.8908 -0.2869  0.000
C9 -3.6664 5.1288 0.3670  0.000
C10 -2.9011 6.0595 -0.6990  0.000
C11 3.2748 2.4668 -1.4321  0.000
C12 3.9125 3.4458 -0.3650  0.027
C13 5.3461 3.8646 -0.9769  0.005
C14 3.0822 4.8055 -0.3122  0.015
N1 4.2047 2.8367 0.9554  0.343
O4 4.6246 3.7248 1.8180  0.550
C15 3.0957 2.0303 1.5149  0.029
C16 3.7668 1.0780 2.6315  0.006
C17 1.9657 2.8541 2.2841  0.017
C18 2.3814 1.0504 0.4992  0.000
H1 -1.0080 3.9236 -0.0523  0.000
H2 2.5001 -0.2081 -1.9511  0.000
H3 1.4372 0.8627 -2.9481  0.000
H4 -0.9913 -0.9461 -2.7915  0.000
H5 -0.7000 0.8748 -2.6930  0.000
H6 -1.4077 0.1910 0.0269  0.000
H7 -2.6206 -0.7179 -1.0714  0.000
H8 -3.7725 0.5485 0.3177  0.000
H9 -4.6880 1.4328 -0.9720  0.000
H10 -2.8051 2.8263 1.1820  0.000
H11 -4.6083 2.6290 1.2738  0.000
H12 -4.5705 5.6544 0.8071  0.000
H13 -2.9468 4.9836 1.2354  0.000
H14 -2.4131 5.3321 -1.4219  0.000
H15 -2.0309 6.5658 -0.1710  0.000
H16 -3.5850 6.7849 -1.2149  0.000
H17 4.0515 1.6501 -1.6190  0.001
H18 3.1068 2.9445 -2.4449  0.000
H19 6.0135 4.3461 -0.2111  -0.001
H20 5.8342 3.0151 -1.5313  0.000
H21 5.1064 4.6734 -1.7427  0.000
H22 3.7624 5.6965 -0.1290  0.002
H23 2.1857 4.7836 0.3606  0.001
H24 2.6792 4.9672 -1.3651  0.001
H25 4.2725 0.2362 2.0674  0.001
H26 2.9809 0.5968 3.2831  0.000
H27 4.5378 1.6266 3.2460  -0.001
H28 2.1453 3.9613 2.3487  0.003
H29 1.8983 2.4701 3.3525  0.001
H30 0.9232 2.6972 1.8601  0.000
H31 2.9897 0.0998 0.3569  0.000
H32 1.4157 0.7120 0.9929  0.000
O5 -0.5493 -4.5485 -1.0259  0.000
P1 -0.8920 -5.4001 0.1801  0.000
O6 -2.4634 -4.9102 0.3818  0.000
C19 -3.3531 -4.8307 -0.7248  0.000
C20 -4.2720 -6.0372 -0.7606  0.000
O7 -0.1864 -4.4480 1.3220  0.000
C21 0.9744 -3.6839 1.0065  0.000
C22 0.5877 -2.2360 0.7815  0.000
O8 -1.1273 -6.5009 1.4457  0.000
C23 -1.7043 -7.7679 1.1543  0.000
C24 -1.0678 -8.4472 -0.0408  0.000
H33 -2.8239 -4.7381 -1.6749  0.000
H34 -3.9489 -3.9236 -0.5907  0.000
H35 -3.7075 -6.9404 -1.0100  0.000
H36 -5.0526 -5.9073 -1.5122  0.000
H37 -4.7393 -6.2000 0.2137  0.000
H38 1.4994 -4.0962 0.1423  0.000
H39 1.6561 -3.7529 1.8587  0.000
H40 -0.1710 -2.1411 0.0056  0.000
H41 1.4543 -1.6406 0.4955  0.000
H42 0.1560 -1.8131 1.6934  0.000
H43 -2.7829 -7.6557 1.0205  0.000
H44 -1.5605 -8.3922 2.0395  0.000
H45 -1.2545 -7.8841 -0.9627  0.000
H46 -1.4726 -9.4527 -0.1716  0.000
H47 0.0152 -8.5155 0.0854  0.000

Forces on atoms 1 to 3 (eV/Å):
-0.457 -0.184 0.773
1.469 -0.271 1.068
-0.675 0.251 -0.891

---

No. 4
Below is a molecular structure, C52H51AsCl2HfN8OS, with properties calculated with ωB97M-V/def2-TZVPD.

Properties
**2S+1**: 1
**Calculated total energy**: -166736.2764 eV
**Charge**: +2
**ΔE to the lowest compared entry with this formula, charge and spin**: 5.4 kcal per mole
**LUMO**: -0.21245 Ha
**Gap between HOMO and LUMO**: 7.236 eV
**Highest occupied orbital energy**: -13.017 eV

Last column: Löwdin charge in e.
Positions of all 117 atoms, in Å:
Hf1 -0.0932 0.2648 0.3256  1.629
C1 -6.8938 0.1888 -1.5193  -0.031
C2 -5.8752 1.3376 -1.4920  -0.556
C3 -4.8773 1.1279 -2.6315  -0.058
C4 -6.5965 2.6739 -1.7178  -0.032
C5 -5.1924 1.3546 -0.1267  -0.148
C6 -5.9645 1.5720 1.0349  -0.004
C7 -5.4128 1.6105 2.2950  -0.043
C8 -4.0392 1.4015 2.4160  -0.435
S1 -3.0381 1.4200 3.8346  1.192
C9 -1.6610 1.1084 2.8634  -0.552
N1 -1.9090 0.9715 1.5809  -0.046
C10 -3.2602 1.1562 1.2908  -0.291
C11 -3.8330 1.1551 0.0170  0.011
C12 -0.2936 0.9582 3.3682  -0.286
C13 0.0350 1.4261 4.6372  -0.030
C14 1.3451 1.3321 5.0781  -0.042
C15 2.3077 0.7982 4.2333  -0.050
C16 1.9591 0.3664 2.9582  -0.129
C17 0.6491 0.4109 2.4726  -0.227
H1 -7.3969 0.1584 -2.4868  0.096
H2 -7.6586 0.3069 -0.7513  0.085
H3 -6.4020 -0.7741 -1.3616  0.086
H4 -5.4075 1.1334 -3.5837  0.098
H5 -4.3648 0.1633 -2.5559  0.072
H6 -4.1262 1.9210 -2.6733  0.088
H7 -7.0710 2.6782 -2.6999  0.095
H8 -5.8964 3.5106 -1.6759  0.094
H9 -7.3756 2.8470 -0.9755  0.083
H10 -7.0305 1.7279 0.9373  0.121
H11 -6.0308 1.8003 3.1623  0.123
H12 -3.2064 1.0168 -0.8535  0.072
H13 -0.7152 1.8761 5.2772  0.106
H14 1.6149 1.6877 6.0634  0.119
H15 3.3380 0.7346 4.5611  0.113
H16 2.7605 0.0013 2.3308  0.053
Cl1 0.9932 -2.6136 -1.0289  0.595
C18 0.9887 -4.2804 -1.7355  -0.923
Cl2 2.6223 -4.8115 -2.0560  0.599
H17 0.4193 -4.2058 -2.6551  -0.010
H18 0.5266 -4.9260 -0.9987  0.029
O1 1.8700 0.2205 -0.2045  -0.614
As1 3.5350 -0.0767 -0.5165  1.303
C19 4.4858 1.2796 0.4156  -0.327
C20 4.3191 2.6014 0.0037  -0.119
C21 5.0130 3.6072 0.6560  -0.061
C22 5.8664 3.2913 1.7085  -0.043
C23 6.0360 1.9736 2.1074  -0.048
C24 5.3475 0.9575 1.4572  -0.079
C25 3.8708 0.1563 -2.3709  -0.312
C26 3.0273 -0.4040 -3.3250  -0.084
C27 3.3299 -0.2517 -4.6685  -0.047
C28 4.4630 0.4541 -5.0523  -0.036
C29 5.3054 1.0036 -4.0969  -0.047
C30 5.0143 0.8564 -2.7490  -0.093
C31 4.1330 -1.7870 0.0755  -0.344
C32 3.5694 -2.4992 1.1284  -0.126
C33 4.1413 -3.6996 1.5169  -0.059
C34 5.2675 -4.1827 0.8613  -0.050
C35 5.8229 -3.4717 -0.1915  -0.053
C36 5.2549 -2.2705 -0.5924  -0.085
H19 3.6727 2.8414 -0.8333  0.118
H20 4.9090 4.6349 0.3321  0.117
H21 6.4140 4.0787 2.2095  0.119
H22 6.7126 1.7347 2.9168  0.118
H23 5.4870 -0.0731 1.7607  0.110
H24 2.1537 -0.9676 -3.0298  0.064
H25 2.6811 -0.6785 -5.4195  0.113
H26 4.6896 0.5746 -6.1032  0.122
H27 6.1894 1.5485 -4.3990  0.119
H28 5.6735 1.2918 -2.0079  0.107
H29 2.6874 -2.1383 1.6390  0.083
H30 3.7079 -4.2596 2.3351  0.115
H31 5.7103 -5.1200 1.1711  0.120
H32 6.6948 -3.8505 -0.7074  0.120
H33 5.6839 -1.7312 -1.4290  0.111
C37 -3.6175 -4.6878 1.8348  -0.048
C38 -2.2883 -4.5943 1.0984  -0.181
N2 -1.7662 -3.2207 0.9465  -0.055
C39 -0.8858 -2.7309 2.0051  -0.199
C40 -1.6175 -2.1706 3.2133  -0.036
C41 -2.1416 -2.4425 -0.0614  -0.399
C42 -3.0728 -2.9961 -1.1015  0.029
N3 -1.7078 -1.2016 -0.1965  -0.025
H34 -3.9676 -5.7196 1.8236  0.093
H35 -4.3832 -4.0695 1.3668  0.076
H36 -3.5272 -4.3811 2.8744  0.068
H37 -2.3619 -5.0455 0.1104  0.116
H38 -1.5215 -5.1543 1.6339  0.126
H39 -0.2172 -1.9751 1.5886  0.033
H40 -0.2242 -3.5505 2.2907  0.132
H41 -2.3571 -1.4275 2.9071  0.071
H42 -0.9032 -1.6983 3.8886  0.086
H43 -2.1307 -2.9542 3.7669  0.079
H44 -3.8931 -3.5618 -0.6691  0.084
H45 -2.5152 -3.6465 -1.7793  0.089
H46 -3.4848 -2.1870 -1.7006  0.083
H47 -2.1064 -0.8250 -1.0493  0.030
N4 0.7028 7.8983 0.2061  0.214
C43 0.5624 6.7598 0.2415  -0.144
C44 0.3893 5.3332 0.2830  -0.180
C45 -0.7428 4.7420 -0.2688  0.037
C46 -0.8636 3.3709 -0.2036  -0.095
N5 0.0645 2.5882 0.3665  -0.048
C47 1.1530 3.1636 0.8968  -0.091
C48 1.3524 4.5284 0.8794  0.030
H48 -1.5118 5.3376 -0.7386  0.138
H49 -1.7327 2.8777 -0.6173  0.098
H50 1.8716 2.5035 1.3611  0.098
H51 2.2398 4.9533 1.3258  0.130
N6 -0.5107 0.7992 -1.8130  0.055
C49 -0.4857 0.3803 -2.9057  -0.161
C50 -0.5386 -0.2466 -4.1196  -0.253
C51 -0.7619 -1.6454 -4.0128  -0.198
N7 -0.9554 -2.7631 -3.8018  0.169
C52 -0.2430 0.4352 -5.3283  -0.220
N8 0.0234 0.9930 -6.2988  0.172

Forces on atoms 1 to 3 (eV/Å):
0.074 0.413 -0.126
-0.013 -0.008 -0.001
0.012 0.003 0.009